# 1
Formula: C48H42IrN4O4P2S3
Source: OMol25
Level of theory: wB97M-V/def2-TZVPD

```
104
Properties=species:S:1:pos:R:3
C -2.930 1.066 -4.704
O -4.927 -5.058 3.201
N -2.775 -5.025 2.012
O -0.241 -2.280 0.018
H 1.118 -4.976 -3.015
C 1.395 0.460 4.464
C 3.833 0.770 -0.663
H -3.521 -2.510 3.536
H -0.982 -6.092 2.139
C 5.538 -1.314 -1.310
C -2.539 3.723 -0.927
H 1.316 -3.007 -1.542
H -1.653 -0.597 -4.498
H 3.164 1.572 -0.370
C -3.758 0.039 -1.754
C 1.087 3.077 0.227
H -0.056 -1.179 6.901
H 2.507 3.993 1.539
H -4.059 -0.716 -1.034
H -0.914 -4.486 2.876
H 1.286 6.320 -1.847
S -3.543 -5.378 3.408
C -1.586 -3.856 6.587
H -3.659 5.536 -0.442
H 1.278 -2.421 -6.446
C 1.924 4.112 0.634
C 0.409 4.380 -1.664
C -3.930 1.869 -3.973
C -2.309 2.698 -1.766
H 6.198 -2.135 -1.562
C 1.552 1.300 -2.995
H -1.820 4.008 -0.173
H 1.542 -0.469 -4.989
C -4.545 3.207 -4.224
C 3.369 -0.267 -1.474
P -0.706 1.805 -1.575
H 5.472 1.577 0.445
C 1.310 -2.557 -5.373
H 1.079 -4.686 -5.474
C -1.680 -2.483 6.394
N -1.738 1.817 5.074
C -1.000 -1.523 7.327
C 1.355 -2.887 -2.620
N -3.909 5.014 -2.512
H 7.005 -0.281 -0.133
H 2.657 6.082 0.208
C 0.106 1.735 -3.229
C -2.873 -4.258 4.610
H -3.085 -4.124 1.633
H -2.470 -0.945 5.122
H 0.318 -4.544 0.723
O -2.289 -2.615 0.859
C 1.241 5.409 -1.263
C -2.701 -0.403 -2.680
C -4.195 1.293 -1.590
H -2.627 1.286 -5.720
H 2.100 1.173 -3.930
N 2.368 0.232 5.041
C 0.073 0.468 2.405
C 0.194 0.737 3.760
C -0.768 -4.462 0.738
C -1.310 -5.059 2.028
H -2.278 -1.972 -1.322
C -2.989 -2.888 4.401
H 1.051 2.168 0.807
C 5.135 0.770 -0.192
C -1.164 -3.003 0.541
H -4.867 1.578 -0.788
H -0.787 -1.993 8.288
S -1.348 0.816 1.497
H -0.205 4.517 -2.545
H -1.160 -5.018 -0.119
H 3.898 -2.132 -2.411
C 4.235 -1.313 -1.788
C -4.361 3.619 -2.832
C 0.325 3.193 -0.925
H -1.129 -1.877 -2.698
C -2.419 0.003 -4.012
C -4.998 4.385 -1.750
C 5.991 -0.274 -0.513
H -5.020 3.671 -5.074
H -1.614 -0.639 7.498
Ir -0.467 -0.297 -0.617
H 2.090 2.058 -2.421
H -2.081 -5.816 5.832
C -1.768 -1.310 -2.023
S 1.311 -0.166 1.413
C -3.594 2.325 -2.499
H -5.969 4.832 -1.599
C 1.489 -1.607 -3.161
O -3.151 -6.703 3.803
C -2.170 -4.746 5.697
C -2.393 -2.012 5.289
P 1.614 -0.231 -1.975
C -0.874 1.334 4.479
C 1.459 -1.452 -4.543
H 0.061 2.706 -3.723
H -1.035 -4.238 7.439
H -0.424 1.021 -3.851
C -3.686 4.666 -1.089
C 1.222 -3.990 -3.448
C 2.007 5.276 -0.108
C 1.198 -3.826 -4.828
H -4.783 1.183 -3.823
```

Output
HOMO-LUMO gap (spin up / spin down) (eV): 5.556 / 6.199
2S+1: 5
Total energy (hartree): -4355.766713
E_LUMO (spin up / spin down) (eV): 2.06 / 1.02
Charge: -1

=====

# 2
Formula: C48H42N3OSSb2Tb
Source: OMol25
Level of theory: wB97M-V/def2-TZVPD

```
98
Properties=species:S:1:pos:R:3
H -9.485 -0.266 1.510
N -0.054 1.522 -2.008
H 7.783 1.385 -0.989
H 4.514 -5.240 -4.471
H -0.300 -6.231 0.546
C -6.072 -0.761 -0.679
C -3.406 -1.126 -0.697
H -2.139 0.655 7.857
C 4.022 1.497 -2.061
C -0.711 -1.518 5.654
H -1.173 -1.594 7.747
H 4.199 -1.231 3.066
H 3.703 4.891 -3.055
C -0.830 -0.725 4.484
C -0.854 -3.320 2.173
C 6.713 1.472 -1.291
C 6.303 2.312 -2.299
H -5.735 1.347 -0.867
C -8.015 0.842 0.274
C -0.847 0.818 -2.884
C -0.755 -1.501 -0.579
N 3.662 6.262 -1.454
C 5.764 0.587 -0.661
C -1.674 2.859 -3.714
H 2.125 -4.446 -4.264
H 3.447 7.134 0.457
H -2.239 3.399 -4.483
C -1.607 1.523 -3.786
H -10.138 1.109 0.678
C 4.225 -4.342 -3.901
C -0.016 2.904 -2.027
C -1.813 1.073 5.791
H -0.922 6.895 -1.544
Sb 2.830 -0.887 -0.616
H -0.199 -2.507 5.596
C -1.824 0.221 6.894
H 6.147 0.067 0.197
C 3.568 -2.340 -2.081
H 4.776 -1.788 0.781
C 2.907 -3.888 -3.701
C -4.234 -2.248 -0.701
H 6.282 -3.983 -3.491
C -3.918 0.197 -0.811
H -3.172 1.018 -0.768
C 2.543 -2.833 -2.875
H -2.596 -6.699 1.276
C -5.611 -2.086 -0.570
C 2.953 6.691 -0.427
C 4.399 0.618 -1.030
C -1.349 0.584 4.588
H -2.236 2.105 5.825
H 5.618 -2.233 -1.587
C -0.919 3.620 -2.769
H 0.889 6.975 0.344
H 0.669 3.303 -1.222
C 2.255 -2.019 3.188
H -1.384 1.238 3.717
H 6.998 2.967 -2.847
C -2.137 -5.732 1.533
H -2.150 0.958 -4.523
H 0.833 -4.078 1.016
H 4.628 2.913 -3.583
H -2.729 -2.758 3.146
H 3.018 1.670 -2.286
C -9.247 0.764 1.224
C 3.050 5.463 -2.351
H 2.316 -1.908 4.273
H -2.143 5.435 -2.858
C 1.562 6.562 -0.471
C 3.298 -1.292 2.388
H -3.829 -4.810 2.421
Tb -0.012 0.459 0.035
C -0.819 -5.503 1.161
H -3.788 -3.233 -0.711
C -1.985 -1.269 -0.587
H -6.300 -2.922 -0.568
C 4.894 -2.668 -2.319
C 4.952 2.246 -2.801
H 3.024 -0.236 2.151
N 1.754 5.227 -2.441
H 3.440 -3.029 0.967
C 3.666 -1.937 1.021
C -1.233 -1.029 6.854
H -0.865 -0.275 -2.776
C -0.437 5.944 -1.885
C -0.128 -4.268 1.474
H 2.121 -3.075 2.895
Sb 0.099 -1.446 2.629
H -9.070 1.385 2.116
C -1.152 5.068 -2.607
H 1.559 -2.502 -2.802
C 5.238 -3.679 -3.247
O -7.488 1.915 0.049
C -2.786 -4.726 2.256
C -2.155 -3.504 2.553
C 0.989 5.908 -1.560
S -7.775 -0.710 -0.408
C -5.279 0.395 -0.814
```

Output
HOMO-LUMO gap (spin up / spin down) (eV): 5.274 / 6.664
2S+1: 7
Total energy (hartree): -3796.106072
E_LUMO (spin up / spin down) (eV): -7.54 / -6.16
Charge: +2